The following is a quantum chemistry calculation of 13 unconnected molecules or ions with the total composition C66H52Cl6O41 at a distorted geometry, from the Open Molecules 2025 dataset.

The total energy comes out at -8391.8722 hartree. As for the net charge: 0. The HOMO energy is -9.370 eV.

Geometry as XYZ:
```
165
Properties=species:S:1:pos:R:3:lowdin_charge:R:1
C 10.068 -29.025 12.844 0.09
C 9.550 -28.261 13.892 -0.19
C 10.171 -28.217 15.215 -0.35
O 9.817 -27.463 16.123 0.12
C 11.345 -29.026 15.345 0.09
C 11.850 -29.752 14.265 -0.20
C 11.265 -29.912 12.917 -0.33
O 11.727 -30.560 11.988 0.12
O 12.957 -30.504 14.424 0.09
O 8.457 -27.454 13.738 0.08
H 9.598 -29.032 11.872 0.12
H 11.876 -29.020 16.285 0.14
H 13.392 -30.605 13.575 0.11
H 8.268 -26.968 14.544 0.07
C 6.493 -19.749 16.795 0.07
C 6.626 -21.067 16.599 -0.20
C 5.711 -22.110 17.091 -0.28
O 6.032 -23.314 17.061 0.10
C 4.533 -21.569 17.730 0.06
C 4.335 -20.272 17.895 -0.21
C 5.330 -19.177 17.492 -0.31
O 5.206 -18.013 17.772 0.14
O 3.230 -19.816 18.559 0.10
O 7.619 -21.501 15.747 0.05
H 7.237 -19.092 16.369 0.12
H 3.756 -22.225 18.094 0.14
H 3.184 -18.867 18.426 0.11
H 8.324 -20.869 15.589 0.10
C 0.926 -20.250 12.221 0.10
C -0.132 -20.431 13.059 -0.20
C -0.282 -20.457 14.477 -0.39
O -1.299 -20.602 15.136 0.14
C 1.050 -20.336 14.981 0.05
C 2.233 -20.216 14.327 -0.16
C 2.296 -20.086 12.779 -0.22
O 3.331 -19.804 12.131 0.06
O 3.427 -20.380 14.985 0.10
O -1.370 -20.780 12.516 0.07
H 0.788 -20.228 11.150 0.14
H 1.064 -20.307 16.060 0.14
H 4.045 -20.428 14.252 0.08
H -1.882 -21.255 13.174 0.10
C 3.742 -20.506 5.911 0.07
C 4.179 -20.578 4.632 -0.24
C 5.619 -20.583 4.242 -0.32
O 6.012 -20.748 3.095 0.12
C 6.530 -20.403 5.337 0.06
C 6.154 -20.279 6.611 -0.21
C 4.683 -20.493 7.041 -0.24
O 4.179 -20.774 8.175 0.07
O 7.019 -20.148 7.626 0.08
O 3.316 -20.686 3.631 0.11
H 2.688 -20.392 6.116 0.13
H 7.591 -20.276 5.183 0.14
H 6.514 -20.398 8.404 0.07
H 3.684 -20.514 2.761 0.12
C 13.180 -20.995 6.449 0.09
C 12.239 -21.456 5.618 -0.24
C 10.852 -21.769 6.043 -0.23
O 10.012 -22.507 5.439 0.06
C 10.624 -21.368 7.428 0.09
C 11.592 -20.799 8.235 -0.28
C 12.929 -20.674 7.906 -0.36
O 13.757 -20.406 8.735 0.16
O 11.185 -20.258 9.381 0.01
O 12.584 -21.692 4.330 0.10
H 14.144 -20.695 6.064 0.14
H 9.611 -21.293 7.796 0.12
H 11.929 -20.010 9.933 0.11
H 11.985 -22.323 3.925 0.12
C 6.089 -28.528 16.691 0.08
C 6.282 -27.250 17.118 -0.17
C 5.668 -26.609 18.410 -0.29
O 5.893 -25.512 18.871 0.12
C 4.758 -27.586 19.104 0.08
C 4.467 -28.802 18.618 -0.23
C 5.251 -29.471 17.502 -0.32
O 5.313 -30.604 17.118 0.13
O 3.604 -29.692 19.128 0.10
O 6.955 -26.338 16.353 0.06
H 6.549 -28.921 15.796 0.12
H 4.232 -27.279 19.995 0.13
H 3.629 -30.458 18.549 0.10
H 6.805 -25.454 16.695 0.07
C 7.570 -26.817 5.588 0.06
C 6.271 -26.938 5.718 -0.22
C 5.283 -25.824 6.232 -0.25
O 4.048 -25.806 6.170 0.10
C 6.060 -24.632 6.660 0.08
C 7.373 -24.495 6.457 -0.26
C 8.254 -25.569 6.004 -0.28
O 9.494 -25.479 6.012 0.10
O 7.921 -23.298 6.636 0.07
O 5.688 -28.091 5.356 0.09
H 8.151 -27.711 5.415 0.14
H 5.480 -23.736 6.826 0.13
H 8.703 -23.241 6.081 0.04
H 4.772 -28.179 5.632 0.12
C 0.605 -23.730 14.863 0.09
C 0.329 -24.344 16.027 -0.26
C 1.372 -24.817 16.962 -0.25
O 1.172 -25.259 18.138 0.08
C 2.755 -24.841 16.380 0.09
C 2.980 -24.441 15.113 -0.20
C 1.978 -23.748 14.281 -0.25
O 2.244 -23.077 13.264 0.10
O 4.239 -24.513 14.597 0.08
O -0.888 -24.180 16.505 0.12
H -0.236 -23.173 14.479 0.13
H 3.493 -25.307 17.016 0.12
H 4.380 -23.942 13.839 0.07
H -1.033 -24.659 17.324 0.12
C 6.625 -16.860 10.007 0.02
C 5.558 -17.355 10.737 -0.18
C 4.818 -16.534 11.687 -0.31
O 4.029 -17.012 12.509 0.12
C 5.202 -15.124 11.674 0.07
C 6.227 -14.632 10.976 -0.22
C 7.017 -15.477 10.027 -0.30
O 8.035 -15.021 9.431 0.07
O 6.602 -13.323 11.032 0.10
O 5.203 -18.682 10.589 0.06
H 7.055 -17.456 9.216 0.12
H 4.814 -14.412 12.388 0.14
H 7.396 -13.217 10.504 0.10
H 4.491 -18.955 11.173 0.04
C 6.195 -22.301 11.519 0.07
C 6.917 -22.787 10.510 -0.25
C 7.828 -23.965 10.712 -0.31
O 8.497 -24.572 9.875 0.10
C 7.793 -24.415 12.068 0.09
C 7.147 -23.849 13.089 -0.23
C 6.250 -22.806 12.908 -0.33
O 5.437 -22.273 13.662 0.09
O 7.308 -24.244 14.376 0.11
O 6.829 -22.375 9.257 0.10
H 5.431 -21.602 11.215 0.13
H 8.496 -25.196 12.319 0.13
H 6.816 -23.665 14.963 0.06
H 7.403 -22.942 8.737 0.08
C 11.802 -24.756 9.444 -1.39
Cl 11.433 -23.456 10.688 0.55
Cl 12.411 -26.227 10.228 0.56
Cl 12.895 -24.210 8.089 0.56
H 10.919 -25.020 8.861 -0.01
C 8.459 -19.654 11.670 -1.40
Cl 7.546 -19.426 13.153 0.64
Cl 9.651 -21.035 11.786 0.57
Cl 9.371 -18.218 11.049 0.59
H 7.760 -19.945 10.886 0.00
C 14.322 -26.269 15.028 -0.05
C 13.291 -25.736 13.988 -0.25
O 12.160 -25.430 14.812 -0.17
C 11.095 -24.876 14.105 -0.30
C 11.215 -23.357 14.206 -0.08
H 13.919 -27.033 15.693 0.07
H 15.295 -26.548 14.623 0.07
H 14.541 -25.386 15.630 0.07
H 13.673 -24.853 13.476 0.11
H 13.045 -26.465 13.216 0.08
H 11.017 -25.280 13.095 0.09
H 10.239 -25.144 14.725 0.11
H 10.426 -22.882 13.624 0.01
H 12.209 -22.999 13.938 0.07
H 10.999 -23.133 15.251 0.08
```